A 8-piece molecular cluster, C49H113N7O8 overall. Source: the Open Molecules 2025 dataset; level of theory: ωB97M-V with the def2-TZVPD basis set.

Each atom is followed by the atoms it is bonded to, with distances in Å.
CARTESIAN COORDINATES (ANGSTROEM)
1 H -0.07 4.40 5.63  C135 1.090
2 H -0.08 5.15 -3.90  C32 1.090
3 H 5.67 3.27 -3.44  C49 1.090
4 H -3.01 1.22 1.60  C121 1.090
5 H -0.08 4.34 0.23  C31 1.090
6 H -2.35 2.95 -1.68  O25 0.960
7 C -6.03 -2.43 0.44  H64 1.090, H69 1.090, C88 1.537, H155 1.090
8 H -2.64 3.28 -3.88  C126 1.090
9 H -0.85 -0.44 1.00  C159 1.090
10 H 7.20 -2.72 0.96  C162 1.090
11 C 7.20 -5.38 -2.51  H41 1.090, C86 1.515, H156 1.090, H165 1.090
12 H 4.64 5.89 -2.18  C175 1.090
13 C 5.99 -1.83 -1.48  C44 1.548, C89 1.569, C104 1.481, N174 1.468
14 H 0.86 6.04 3.99  C150 1.090
15 H -2.06 1.99 4.08  C158 1.090
16 N 0.07 -3.89 -2.10  H34 1.010, C110 1.480, H154 1.010
17 H 0.63 1.15 4.43  C146 1.090
18 C 0.65 4.84 2.32  C31 1.558, C59 1.628, N91 1.475, C150 1.581
19 C 1.86 3.87 -4.11  C32 1.615, C37 1.517, C103 1.528, N173 1.439
20 H -1.82 4.04 5.38  C135 1.090
21 H 4.24 2.44 -1.09  C177 1.090
22 H 6.34 -0.85 -3.47  C44 1.090
23 H -0.10 6.80 2.70  C150 1.090
24 H 3.66 5.41 -0.77  C175 1.090
25 O -2.11 3.83 -1.97  H6 0.960, C126 1.359
26 H -1.57 1.77 0.06  C46 1.090
27 H -0.26 1.83 5.83  C146 1.090
28 H -0.06 -1.55 3.48  N139 1.010
29 H 2.42 0.05 -0.63  C176 1.090
30 H 4.04 2.20 -4.88  C134 1.090
31 C -0.36 4.88 1.14  H5 1.090, C18 1.558, H63 1.090, H120 1.090
32 C 0.57 4.68 -4.65  H2 1.090, C19 1.615, H68 1.090, H77 1.090
33 C -9.06 -1.90 2.75  N67 1.509, C83 1.640, C101 1.548, C102 1.574
34 H 0.89 -3.32 -1.90  N16 1.010
35 H -1.58 6.17 4.79  C143 1.090
36 H 0.56 2.21 1.59  O160 0.960
37 C 2.85 3.80 -5.26  C19 1.517, H52 1.090, H111 1.090, C134 1.508
38 H -1.46 -0.89 -6.68  C108 1.090
39 H -1.71 1.01 -2.28  N125 1.010
40 H 1.34 2.37 5.37  C146 1.090
41 H 7.98 -4.93 -3.12  C11 1.090
42 C -1.65 -3.11 3.28  H55 1.090, C73 1.476, H76 1.090, H137 1.090
43 H -2.08 3.09 2.77  C158 1.090
44 C 5.84 -0.69 -2.52  C13 1.548, H22 1.090, H57 1.090, H152 1.090
45 H -2.13 -4.42 -3.29  C113 1.090
46 C -2.01 0.83 -0.27  H26 1.090, C121 1.535, N125 1.416, C159 1.555
47 H 0.02 -0.46 -5.78  C108 1.090
48 C -6.61 -0.38 1.80  H53 1.090, C88 1.545, H115 1.090, C169 1.575
49 C 4.79 3.88 -3.65  H3 1.090, C58 1.523, H79 1.090, C134 1.527
50 H 3.84 1.63 -2.62  C177 1.090
51 H 1.98 -6.45 5.81  C119 1.090
52 H 2.47 3.29 -6.14  C37 1.090
53 H -6.87 -0.05 0.79  C48 1.090
54 H 2.58 2.41 -1.71  C177 1.090
55 H -1.32 -2.97 2.24  C42 1.090
56 H 2.80 5.69 2.41  C59 1.090
57 H 6.11 0.28 -2.08  C44 1.090
58 C 3.76 3.96 -2.53  C49 1.523, N173 1.486, C175 1.551, C177 1.577
59 C 2.08 5.30 1.69  C18 1.628, H56 1.090, H109 1.090, H142 1.090
60 H 5.15 4.69 -0.97  C175 1.090
61 H 8.87 -3.62 -1.55  C100 1.090
62 H 7.96 -1.24 -1.66  C104 1.090
63 H -0.40 5.85 0.64  C31 1.090
64 H -6.85 -2.56 -0.27  C7 1.090
65 H -8.39 -3.98 0.86  O122 0.960
66 H 3.85 -1.68 -0.99  C89 1.090
67 N -8.06 -2.43 1.75  C33 1.509, C88 1.508, O122 1.416
68 H -0.02 4.21 -5.43  C32 1.090
69 H -5.52 -3.36 0.70  C7 1.090
70 H 1.40 -1.44 -0.89  C176 1.090
71 H 6.30 -6.05 -0.31  C74 1.090
72 C -0.29 3.13 4.03  N91 1.514, C135 1.499, C146 1.567, C158 1.522
73 C -0.48 -3.43 4.13  C42 1.476, H75 1.090, C90 1.557, N139 1.451
74 C 5.90 -5.05 -0.43  H71 1.090, C86 1.536, H93 1.090, H129 1.090
75 H -0.83 -3.83 5.08  C73 1.090
76 H -2.36 -2.36 3.61  C42 1.090
77 H 0.93 5.48 -5.29  C32 1.090
78 H 1.64 5.94 -2.21  O85 0.960
79 H 5.08 4.89 -3.94  C49 1.090
80 H -4.74 -2.66 2.61  C84 1.090
81 H -9.76 -2.20 4.88  C102 1.090
82 H -11.32 -1.62 2.53  C83 1.090
83 C -10.52 -2.24 2.10  C33 1.640, H82 1.090, H138 1.090, H171 1.090
84 C -5.73 -2.41 3.00  H80 1.090, C88 1.615, H133 1.090, H172 1.090
85 O 1.60 4.99 -2.05  H78 0.960, N173 1.351
86 C 6.80 -4.36 -1.46  C11 1.515, C74 1.536, C100 1.606, N174 1.591
87 H 0.60 -1.87 -3.80  C112 1.090
88 C -6.64 -1.93 1.76  C7 1.537, C48 1.545, N67 1.508, C84 1.615
89 C 4.80 -1.76 -0.47  C13 1.569, H66 1.090, H92 1.090, H105 1.090
90 C 0.51 -4.47 3.52  C73 1.557, H96 1.090, H167 1.090, O170 1.475
91 N 0.76 3.55 3.04  C18 1.475, C72 1.514, O160 1.471
92 H 4.66 -2.64 0.15  C89 1.090
93 H 4.84 -4.95 -0.65  C74 1.090
94 H 0.76 -4.14 -4.06  C110 1.090
95 O 0.36 0.30 -0.49  C159 1.409, C176 1.412
96 H 0.03 -5.39 3.19  C90 1.090
97 O -0.79 -2.32 -5.33  C108 1.418, C112 1.393
98 H -2.15 4.94 -3.64  C126 1.090
99 H -1.09 -1.18 -0.54  C159 1.090
100 C 8.16 -3.86 -0.76  H61 1.090, C86 1.606, H136 1.090, C162 1.544
101 C -8.96 -0.35 2.74  C33 1.548, H107 1.090, H117 1.090, C169 1.536
102 C -8.94 -2.47 4.21  C33 1.574, H81 1.090, H123 1.090, H164 1.090
103 C 1.33 2.45 -3.95  C19 1.528, H124 1.090, H128 1.090, H161 1.090
104 C 7.32 -1.62 -0.86  C13 1.481, H62 1.090, H127 1.090, C162 1.537
105 H 4.67 -0.79 0.03  C89 1.090
106 H -7.52 1.33 2.76  C169 1.090
107 H -9.45 0.11 3.59  C101 1.090
108 C -0.94 -0.96 -5.72  H38 1.090, H47 1.090, O97 1.418, H131 1.090
109 H 2.58 4.44 1.24  C59 1.090
110 C -0.16 -3.83 -3.56  N16 1.480, H94 1.090, C112 1.535, C113 1.490
111 H 3.10 4.81 -5.59  C37 1.090
112 C -0.34 -2.38 -4.01  H87 1.090, O97 1.393, C110 1.535, H118 1.090
113 C -1.28 -4.77 -3.87  H45 1.090, C110 1.490, H114 1.090, H168 1.090
114 H -1.19 -5.78 -3.47  C113 1.090
115 H -5.60 0.01 1.90  C48 1.090
116 O 4.91 -3.49 -2.90  H147 0.960, N174 1.430
117 H -9.44 0.00 1.82  C101 1.090
118 H -1.02 -1.88 -3.32  C112 1.090
119 C 1.27 -5.70 5.46  H51 1.090, H140 1.090, H144 1.090, O170 1.428
120 H -1.34 4.46 1.35  C31 1.090
121 C -3.21 0.68 0.67  H4 1.090, C46 1.535, H145 1.090, H163 1.090
122 O -8.12 -3.84 1.77  H65 0.960, N67 1.416
123 H -8.05 -2.06 4.68  C102 1.090
124 H 0.79 2.35 -3.01  C103 1.090
125 N -2.46 0.90 -1.61  H39 1.010, C46 1.416, H132 1.010
126 C -2.67 4.10 -3.18  H8 1.090, O25 1.359, H98 1.090, H149 1.090
127 H 7.30 -0.75 -0.20  C104 1.090
128 H 2.02 1.62 -4.06  C103 1.090
129 H 5.87 -4.69 0.60  C74 1.090
130 H 1.57 -0.80 0.68  C176 1.090
131 H -1.72 -0.48 -5.12  C108 1.090
132 H -2.89 0.02 -1.88  N125 1.010
133 H -6.05 -3.34 3.48  C84 1.090
134 C 4.23 3.27 -4.94  H30 1.090, C37 1.508, C49 1.527, H166 1.090
135 C -0.86 4.22 4.90  H1 1.090, H20 1.090, C72 1.499, C143 1.541
136 H 8.69 -4.56 -0.12  C100 1.090
137 H -2.29 -3.99 3.29  C42 1.090
138 H -10.76 -3.25 1.79  C83 1.090
139 N 0.09 -2.11 4.31  H28 1.010, C73 1.451, H148 1.010
140 H 0.98 -5.17 6.37  C119 1.090
141 H -7.26 0.04 3.91  C169 1.090
142 H 1.80 6.01 0.90  C59 1.090
143 C -1.24 5.44 4.05  H35 1.090, C135 1.541, C150 1.531, H157 1.090
144 H 0.43 -6.27 5.09  C119 1.090
145 H -3.45 -0.37 0.81  C121 1.090
146 C 0.37 2.07 4.97  H17 1.090, H27 1.090, H40 1.090, C72 1.567
147 H 5.07 -3.11 -3.77  O116 0.960
148 H 1.09 -2.14 4.45  N139 1.010
149 H -3.73 4.37 -3.11  C126 1.090
150 C 0.02 5.90 3.31  H14 1.090, C18 1.581, H23 1.090, C143 1.531
151 H -1.14 1.56 2.68  C158 1.090
152 H 4.77 -0.68 -2.73  C44 1.090
153 H 8.87 -2.27 0.52  C162 1.090
154 H 0.55 -4.78 -2.05  N16 1.010
155 H -5.34 -1.74 -0.05  C7 1.090
156 H 7.56 -6.28 -2.03  C11 1.090
157 H -2.05 5.26 3.35  C143 1.090
158 C -1.41 2.41 3.30  H15 1.090, H43 1.090, C72 1.522, H151 1.090
159 C -0.88 -0.21 -0.07  H9 1.090, C46 1.555, O95 1.409, H99 1.090
160 O 1.26 2.44 2.21  H36 0.960, N91 1.471
161 H 0.61 2.10 -4.69  C103 1.090
162 C 7.91 -2.63 0.14  H10 1.090, C100 1.544, C104 1.537, H153 1.090
163 H -4.07 1.17 0.20  C121 1.090
164 H -8.97 -3.56 4.27  C102 1.090
165 H 6.38 -5.64 -3.19  C11 1.090
166 H 4.85 3.39 -5.82  C134 1.090
167 H 0.92 -4.18 2.56  C90 1.090
168 H -1.40 -4.83 -4.95  C113 1.090
169 C -7.56 0.25 2.89  C48 1.575, C101 1.536, H106 1.090, H141 1.090
170 O 1.66 -4.92 4.33  C90 1.475, C119 1.428
171 H -10.49 -1.76 1.12  C83 1.090
172 H -5.67 -1.73 3.85  C84 1.090
173 N 2.46 4.52 -2.98  C19 1.439, C58 1.486, O85 1.351
174 N 6.07 -3.12 -2.16  C13 1.468, C86 1.591, O116 1.430
175 C 4.31 5.05 -1.57  H12 1.090, H24 1.090, C58 1.551, H60 1.090
176 C 1.52 -0.50 -0.36  H29 1.090, H70 1.090, O95 1.412, H130 1.090
177 C 3.63 2.49 -1.99  H21 1.090, H50 1.090, H54 1.090, C58 1.577

Values from the calculation:
E, Ha: -2919.24255
Orbital gap (spin up / spin down), Eh: 0.2458 / 0.0947
Molar mass, g/mol: 928.48
E_HOMO (spin up / spin down), eV: -9.57 / -9.57
Charge: +1
Spin multiplicity: 2